Entry from the Open Molecules 2025 dataset: an isolated molecule of C18H22N2O6S (wB97M-V/def2-TZVPD).

Frontier orbital gap (eV): 9.388
LUMO (eV): 0.32
Energy (Ha): -1658.32874
Highest occupied orbital energy (eV): -9.1
2S+1: 1

Each line ends with the Löwdin charge.
CARTESIAN COORDINATES (ANGSTROEM)
C1 4.5395 -3.5049 -4.6870  -0.0642
C2 4.1744 -2.0341 -4.6209  -0.2229
O1 2.9994 -1.8970 -3.8213  -0.0113
C3 2.5026 -0.6602 -3.7103  -0.4525
O2 3.0025 0.3040 -4.2382  0.1153
C4 1.2785 -0.6101 -2.8724  -0.1208
C5 0.7909 -1.7346 -2.2125  0.0051
C6 -0.3521 -1.6445 -1.4423  0.0140
C7 -1.0086 -0.4247 -1.3233  -0.1811
N1 -2.1696 -0.3221 -0.5202  0.1033
C8 -3.3231 0.3434 -0.9217  -0.3971
O3 -3.4737 0.8833 -1.9803  0.1300
C9 -4.3386 0.1901 0.1917  -0.0976
C10 -3.5360 -0.3426 1.3659  -0.4399
S1 -3.1534 1.0809 2.4950  0.9648
C11 -1.5812 0.6500 3.2996  -0.4111
C12 -0.4111 1.4436 2.7119  -0.3484
N2 -0.1437 1.0490 1.3460  0.0747
C13 0.7770 1.3050 3.6757  -0.4624
O4 0.6990 1.4623 4.8660  0.1156
O5 1.8923 0.9813 3.0247  -0.0077
C14 3.0851 0.8369 3.8018  -0.2077
C15 3.7507 2.1821 4.0479  -0.0600
C16 -2.2610 -0.8562 0.7493  -0.4566
O6 -1.4587 -1.5928 1.2642  0.0908
C17 -0.5288 0.7041 -1.9781  0.0061
C18 0.6098 0.6062 -2.7509  0.0089
H1 3.7257 -4.0731 -5.1295  0.0774
H2 5.4320 -3.6321 -5.2925  0.0771
H3 4.7295 -3.8895 -3.6885  0.0766
H4 3.9726 -1.6260 -5.6177  0.1283
H5 4.9792 -1.4419 -4.1703  0.1290
H6 1.3083 -2.6757 -2.3097  0.1189
H7 -0.7316 -2.5133 -0.9286  0.1169
H8 -4.8188 1.1458 0.4013  0.1142
H9 -5.1109 -0.5116 -0.1298  0.1370
H10 -4.0362 -1.1031 1.9659  0.1190
H11 -1.6950 0.9012 4.3537  0.0795
H12 -1.4227 -0.4212 3.1907  0.0844
H13 -0.6888 2.5068 2.7092  0.1516
H14 0.5658 1.6461 0.9369  0.0952
H15 0.2088 0.0968 1.3196  0.0851
H16 2.8282 0.3602 4.7529  0.1227
H17 3.7263 0.1783 3.2127  0.1241
H18 3.9654 2.6765 3.1033  0.0781
H19 4.6801 2.0328 4.5896  0.0780
H20 3.0965 2.8172 4.6404  0.0760
H21 -1.0484 1.6428 -1.8793  0.1212
H22 1.0040 1.4663 -3.2702  0.1224


Entry from the Open Molecules 2025 dataset: an isolated molecule of C18H22N4O2S (wB97M-V/def2-TZVPD).

Frontier orbital gap (eV): 8.568
LUMO (eV): 0.13
Energy (Ha): -1466.77286
Highest occupied orbital energy (eV): -8.4
2S+1: 1

Each line ends with the Löwdin charge.
CARTESIAN COORDINATES (ANGSTROEM)
C1 -3.5134 -1.9162 1.5411  -0.1035
O1 -3.3585 -0.5451 1.2840  -0.2289
C2 -4.3940 0.2483 1.8178  -0.2326
C3 -4.1514 1.6984 1.4067  -0.1432
C4 -4.5418 1.9784 -0.0580  -0.1788
N1 -4.1668 0.9404 -0.9939  -0.0102
C5 -2.9112 0.5125 -1.2372  -0.8648
S1 -2.6393 -0.8857 -2.0864  0.6445
N2 -1.8806 1.3201 -0.8908  0.0493
N3 -0.5919 0.7918 -0.8844  0.0708
C6 0.2317 1.1306 0.1361  -0.4327
O2 -0.0642 2.0160 0.9209  0.0756
C7 1.5346 0.4078 0.1242  -0.0638
C8 2.6943 1.1375 0.1048  0.0674
C9 3.9388 0.4676 0.0497  -0.2309
C10 5.2183 1.1966 0.0177  -0.2212
C11 5.3457 2.5173 -0.6984  -0.1088
C12 5.3968 2.4793 0.7899  -0.1075
N4 4.0232 -0.8394 0.0136  0.1656
C13 2.9036 -1.5834 0.0697  -0.2120
C14 3.0363 -2.9878 0.0597  -0.0127
C15 1.9313 -3.7868 0.1478  -0.0754
C16 0.6526 -3.2214 0.2668  -0.0717
C17 0.4878 -1.8633 0.2697  -0.0287
C18 1.6027 -1.0103 0.1454  -0.0945
H1 -2.6986 -2.4228 1.0290  0.0721
H2 -3.4637 -2.1269 2.6163  0.0926
H3 -4.4690 -2.2870 1.1507  0.0934
H4 -4.3974 0.1653 2.9158  0.1268
H5 -5.3718 -0.1039 1.4504  0.1277
H6 -3.0957 1.9095 1.5832  0.1042
H7 -4.7357 2.3595 2.0470  0.1159
H8 -4.0990 2.9276 -0.3779  0.1202
H9 -5.6269 2.0776 -0.1264  0.1237
H10 -4.8707 0.2614 -1.2402  0.1188
H11 -1.9712 2.0018 -0.1413  0.1227
H12 -0.5141 -0.0533 -1.4483  0.0699
H13 2.6430 2.2149 0.1129  0.1234
H14 6.0645 0.5234 -0.0295  0.1367
H15 4.4671 2.9216 -1.1773  0.0973
H16 6.2588 2.7019 -1.2433  0.0985
H17 4.5522 2.8546 1.3474  0.0991
H18 6.3450 2.6386 1.2800  0.0985
H19 4.0316 -3.3975 -0.0092  0.1109
H20 2.0345 -4.8619 0.1397  0.1030
H21 -0.2067 -3.8692 0.3578  0.1023
H22 -0.4987 -1.4407 0.3901  0.0910


Entry from the Open Molecules 2025 dataset: a structure of composition C18H22N4O3Pd (wB97M-V/def2-TZVPD).

Frontier orbital gap (spin up / spin down) (eV): 7.880 / 6.088
LUMO (spin up / spin down) (eV): 0.18 / -1.69
Energy (Ha): -1271.66567
Highest occupied orbital energy (spin up / spin down) (eV): -7.7 / -7.8
2S+1: 3

Each line ends with the Mulliken spin population.
CARTESIAN COORDINATES (ANGSTROEM)
Pd1 0.3100 0.2459 -0.2034  1.3541
O1 -3.5985 2.7152 -0.5867  0.0008
C1 -3.8511 2.7846 0.7382  0.0031
C2 -5.0152 3.4417 1.1334  0.0005
C3 -5.3462 3.5282 2.4709  0.0002
C4 -4.5215 2.9669 3.4436  0.0000
C5 -3.3541 2.3400 3.0551  0.0019
C6 -2.9933 2.2455 1.7092  -0.0037
C7 -1.7110 1.6002 1.3229  -0.0027
O2 -1.5931 1.1904 0.0889  0.0729
N1 -0.8046 1.4742 2.2574  0.0594
N2 0.3645 0.9501 1.7600  0.1371
C8 1.1695 0.3719 2.5717  0.0224
C9 2.4516 -0.1972 2.2255  0.0147
C10 3.2426 -0.6213 3.3167  -0.0090
C11 4.4991 -1.1393 3.1553  0.0270
C12 5.0178 -1.2551 1.8544  -0.0078
C13 4.2763 -0.8644 0.7694  0.0216
C14 2.9704 -0.3372 0.9054  0.0379
O3 2.3321 -0.0072 -0.1938  0.1562
H1 -2.8025 2.1513 -0.6899  0.0004
H2 -5.6457 3.8702 0.3645  0.0000
H3 -6.2591 4.0348 2.7618  0.0000
H4 -4.7911 3.0219 4.4902  0.0000
H5 -2.6844 1.9110 3.7881  -0.0022
H6 0.8781 0.3401 3.6211  0.0063
H7 2.8294 -0.5159 4.3149  -0.0023
H8 5.0835 -1.4427 4.0133  0.0014
H9 6.0139 -1.6543 1.7047  -0.0002
H10 4.6608 -0.9519 -0.2392  -0.0012
C15 0.3071 -4.7072 0.3060  -0.0003
C16 -0.2845 -3.7334 1.3270  0.0011
C17 0.3653 -3.9466 2.6878  -0.0009
C18 -1.7935 -3.9141 1.4293  0.0001
N3 0.0073 -2.3222 0.9918  -0.0050
N4 -0.5124 -1.8601 -0.2623  0.1067
H11 0.1434 -5.7397 0.6210  0.0004
H12 1.3850 -4.5517 0.2037  0.0005
H13 -0.1562 -4.5988 -0.6793  -0.0014
H14 0.1688 -4.9570 3.0498  0.0000
H15 -0.0287 -3.2279 3.4091  0.0006
H16 1.4505 -3.8108 2.6281  0.0004
H17 -2.0236 -4.8846 1.8722  -0.0001
H18 -2.2767 -3.8841 0.4483  0.0009
H19 -2.2276 -3.1342 2.0597  -0.0001
H20 1.0139 -2.1950 0.9461  0.0101
H21 -1.5209 -1.7935 -0.1792  -0.0045
H22 -0.2872 -2.4965 -1.0241  0.0028


Entry from the Open Molecules 2025 dataset: an isolated molecule of C18H22N4O5 at a distorted geometry (wB97M-V/def2-TZVPD).

Frontier orbital gap (eV): 9.100
LUMO (eV): 0.62
Energy (Ha): -1294.30153
Highest occupied orbital energy (eV): -8.5
2S+1: 1

Each line ends with the Löwdin charge.
CARTESIAN COORDINATES (ANGSTROEM)
C1 -0.9827 5.1421 -4.8510  -0.0655
N1 0.0667 4.7479 -3.8881  0.0011
C2 -0.0093 3.5648 -3.1774  -0.5349
O1 -0.7423 2.6791 -3.6351  0.0365
N2 0.8728 3.3240 -2.1766  0.1454
C3 1.0033 2.1922 -1.3970  -0.3043
C4 -0.0308 1.2555 -1.1651  0.0854
C5 0.1695 0.1532 -0.3162  -0.2134
O2 -0.8021 -0.7884 -0.1743  0.0458
C6 -1.9043 -0.4569 0.5412  -0.2146
C7 -2.0841 0.7762 1.2348  -0.0658
N3 -3.2071 1.0966 1.9226  0.0682
C8 -4.1411 0.1737 2.0471  -0.0900
C9 -4.0506 -1.1122 1.4639  -0.2355
O3 -5.0925 -1.9824 1.6913  -0.0966
C10 -5.1634 -3.2496 0.9708  -0.0587
C11 -2.9032 -1.4381 0.7163  0.0754
C12 1.4553 -0.0521 0.2399  -0.0714
C13 1.8600 -1.2762 1.0519  -0.1772
C14 2.2545 -0.9104 2.5153  -0.1375
O4 3.2505 -1.7805 3.0574  -0.1606
C15 3.1830 -3.1758 2.6687  -0.1643
C16 3.3463 -3.3574 1.1441  -0.1160
C17 3.0552 -2.0394 0.4052  -0.2995
O5 4.2648 -1.2722 0.4379  -0.0385
C18 2.3941 0.9779 -0.0620  -0.0402
N4 2.1931 2.0532 -0.8653  0.1237
H1 -0.7684 6.1055 -5.3403  0.0884
H2 -1.0681 4.3634 -5.6016  0.0822
H3 -1.8875 5.2668 -4.3318  0.0619
H4 0.5540 5.5297 -3.4201  0.1358
H5 1.6625 3.9591 -2.1345  0.1509
H6 -1.0002 1.3788 -1.6564  0.1283
H7 -1.3844 1.5748 1.1918  0.0998
H8 -4.9937 0.4393 2.6333  0.1092
H9 -6.1478 -3.7253 1.1387  0.0936
H10 -5.0154 -3.0896 -0.1128  0.0957
H11 -4.4601 -3.9892 1.3492  0.0844
H12 -2.7556 -2.3733 0.1945  0.1168
H13 1.0401 -2.0132 1.0626  0.1500
H14 1.3256 -0.9740 3.1187  0.1321
H15 2.6650 0.1270 2.5509  0.1358
H16 2.1973 -3.5620 2.9523  0.1144
H17 3.9376 -3.8014 3.2146  0.1344
H18 4.3245 -3.7240 0.9248  0.1027
H19 2.6769 -4.1587 0.8201  0.1165
H20 2.8160 -2.2925 -0.6331  0.1550
H21 4.6220 -1.1594 1.3308  0.1012
H22 3.4043 0.8736 0.3481  0.1139


Values for energy above the lowest of the compared OMol25 structures with the same formula, charge and spin, eV, ordered as above
0.000, 3.187, 1.987, 3.641